Molecular formula: C25H28N4O4S
Method: DFT, ωB97M-V/def2-TZVPD

Properties
Energy above the lowest of the compared OMol25 structures with the same formula, charge and spin ... 28.6 kcal per mole
Structure (SMILES) ... Cc1ccc(NC(=S)N(CCN2CCOCC2)Cc2cc3cc4c(cc3[nH]c2=O)OCO4)cc1
Gap between HOMO and LUMO ... 7.43 eV
LUMO ... -0.0029 Eh

Last column: Löwdin charge in e.
Element x y z (Å)
1 C -8.47652 -1.69962 -1.01921  -0.060
2 C -7.08467 -1.33041 -0.60190  -0.293
3 C -6.02329 -2.20832 -0.78145  -0.052
4 C -4.73987 -1.85393 -0.41657  -0.015
5 C -4.48473 -0.60091 0.13597  -0.258
6 C -5.54480 0.27639 0.34044  -0.059
7 C -6.82285 -0.09005 -0.03299  -0.043
8 H -7.63667 0.60281 0.12652  0.112
9 H -5.36936 1.24093 0.78713  0.066
10 N -3.17612 -0.32098 0.53417  0.061
11 C -2.55302 0.88421 0.54356  -0.764
12 N -1.36137 0.94373 1.20348  -0.120
13 C -0.46763 2.05267 0.95097  -0.192
14 H 0.28474 2.06720 1.73910  0.115
15 H -1.04899 2.97642 0.98968  0.075
16 C 0.23703 1.91821 -0.41300  -0.177
17 N 1.67020 2.12301 -0.29269  -0.174
18 C 2.38251 1.64652 -1.46789  -0.161
19 C 3.88529 1.83894 -1.26400  -0.189
20 H 4.43368 1.54840 -2.16199  0.128
21 O 4.20977 3.18535 -1.01996  -0.126
22 C 3.50968 3.66214 0.10479  -0.193
23 C 1.99944 3.52526 -0.08034  -0.161
24 H 1.48665 3.88371 0.81277  0.123
25 H 1.68285 4.14254 -0.93896  0.134
26 H 3.79207 4.70973 0.21984  0.126
27 H 3.81663 3.09805 0.99904  0.124
28 H 4.21234 1.21690 -0.41681  0.105
29 H 2.17121 0.58260 -1.60270  0.118
30 H 2.06851 2.18902 -2.37672  0.134
31 H -0.21694 2.60775 -1.14104  0.115
32 H 0.07953 0.90210 -0.78502  0.121
33 C -0.83984 -0.11458 2.04855  -0.092
34 C 0.31394 -0.82656 1.39226  -0.108
35 C 1.60547 -0.51146 1.65662  0.043
36 C 2.69314 -1.12268 0.97450  -0.151
37 C 2.39351 -2.07514 -0.01957  -0.178
38 N 1.08132 -2.38462 -0.24575  0.183
39 C -0.00106 -1.83963 0.39993  -0.400
40 O -1.12960 -2.22962 0.12044  0.041
41 H 0.86450 -3.08732 -0.94396  0.169
42 C 3.40543 -2.70108 -0.76488  0.084
43 C 4.69518 -2.34804 -0.47611  -0.193
44 C 5.00557 -1.40862 0.52616  -0.207
45 C 4.03433 -0.78913 1.25583  0.054
46 H 4.27229 -0.07044 2.02128  0.134
47 O 6.36194 -1.26295 0.59363  0.042
48 C 6.89996 -2.11770 -0.39028  -0.145
49 O 5.84491 -2.79557 -1.04373  0.052
50 H 7.57029 -2.85201 0.08242  0.143
51 H 7.46717 -1.52614 -1.12569  0.144
52 H 3.17652 -3.42548 -1.52838  0.129
53 H 1.83849 0.23111 2.40550  0.130
54 H -0.49770 0.34271 2.98393  0.133
55 H -1.64079 -0.81834 2.28176  0.134
56 S -3.15028 2.23829 -0.20277  0.706
57 H -2.55974 -1.13644 0.48913  0.089
58 H -3.92011 -2.54409 -0.55790  0.109
59 H -6.20256 -3.18301 -1.21334  0.107
60 H -8.72702 -1.21092 -1.96142  0.081
61 H -9.20119 -1.37673 -0.27407  0.075
62 H -8.56939 -2.77416 -1.15829  0.071

Forces on atoms 1 to 6 (eV/Å):
0.03 0.06 -0.06
-0.01 -0.09 -0.01
-0.15 0.08 0.04
0.19 0.22 0.05
-0.51 -0.04 -0.15
0.01 0.01 0.08

=====

Molecular formula: C25H29BN8O3S8SbTc
Method: DFT, ωB97M-V/def2-TZVPD

Properties
Energy above the lowest of the compared OMol25 structures with the same formula, charge and spin ... 0.0 kcal per mole
Charge ... +2
Gap between HOMO and LUMO ... 6.46 eV
LUMO ... -0.2298 Eh

Last column: Löwdin charge in e.
Element x y z (Å)
1 Tc -0.79962 -0.41556 -0.82707  0.832
2 N 6.48396 -2.82602 -0.32334  0.126
3 C 5.15929 -3.07861 -0.58411  -0.313
4 C 4.22314 -3.12655 0.45978  -0.028
5 C 2.88381 -3.32040 0.18850  -0.085
6 C 2.45497 -3.46409 -1.12776  -0.311
7 C 3.37502 -3.45426 -2.17386  -0.061
8 C 4.71334 -3.25565 -1.90235  -0.011
9 S 0.74658 -3.57416 -1.48168  0.598
10 O 0.03914 -3.88456 -0.26893  -0.318
11 O 0.53984 -4.35175 -2.66326  -0.259
12 N 0.30584 -2.01695 -1.79284  -0.213
13 C 0.61101 -1.30489 -2.89268  -0.514
14 N 1.27116 -1.68561 -3.98004  0.173
15 C 1.40627 -0.75823 -4.92088  -0.074
16 C 0.90030 0.53894 -4.81157  -0.022
17 C 0.25747 0.86459 -3.63732  -0.110
18 N 0.13652 -0.05016 -2.67600  -0.070
19 H 6.81425 -3.00414 0.61076  0.103
20 H 7.14894 -3.06764 -1.03990  0.105
21 H 4.56290 -3.03891 1.48505  0.118
22 H 2.16291 -3.38626 0.99335  0.101
23 H 3.03268 -3.60574 -3.18890  0.113
24 H 5.43327 -3.25868 -2.71156  0.122
25 H 1.94689 -1.06143 -5.81055  0.126
26 H 1.02677 1.26205 -5.60239  0.115
27 H -0.14978 1.84917 -3.43958  0.098
28 C -1.66353 -2.39767 4.00926  0.024
29 N -0.24853 -2.11609 4.23064  -0.081
30 C 0.61386 -2.85423 4.99761  0.015
31 C 1.83498 -2.25705 4.91027  0.005
32 N 1.70918 -1.15661 4.10978  0.007
33 B 2.79008 -0.07218 3.78753  -0.362
34 N 3.17500 -0.07286 2.23514  0.033
35 C 4.47065 0.24083 1.91041  -0.023
36 C 4.55362 0.40646 0.56983  -0.001
37 N 3.29360 0.21249 0.07037  -0.075
38 C 2.97326 0.23926 -1.34902  0.025
39 C 2.47323 -0.06942 1.09547  -0.490
40 S 0.82186 -0.72628 0.93143  0.703
41 C 0.44148 -1.08730 3.71554  -0.613
42 S -0.12860 0.11049 2.59118  0.777
43 H -1.84197 -3.44565 4.23116  0.109
44 H -1.89664 -2.19836 2.96570  0.063
45 H -2.27711 -1.77642 4.65833  0.111
46 H 0.28812 -3.72492 5.53883  0.143
47 H 2.77256 -2.51725 5.36811  0.140
48 H 2.34457 1.00456 4.05706  0.083
49 H 3.78802 -0.36355 4.37653  0.085
50 H 5.22182 0.33558 2.67350  0.136
51 H 5.38618 0.63651 -0.07078  0.143
52 H 3.77269 0.76712 -1.86125  0.115
53 H 2.03928 0.77127 -1.49442  0.072
54 H 2.90847 -0.77866 -1.73132  0.083
55 S -4.39604 2.06388 1.05877  -0.162
56 Sb -4.10522 4.24272 1.03190  0.622
57 S -1.10505 1.65173 -0.26410  0.093
58 S -2.28329 2.70924 -1.60676  -0.082
59 S -2.41710 4.54879 -0.74387  -0.076
60 C -4.43291 -1.78719 0.36363  -0.203
61 S -2.91231 -2.49050 -0.24645  1.059
62 O -1.80646 -1.67032 0.47659  -0.721
63 C -2.83344 -1.83649 -1.89939  -0.431
64 C -3.11472 -0.49231 -2.17925  -0.162
65 C -3.00698 -0.06210 -3.50348  -0.076
66 C -2.61801 -0.94280 -4.49727  -0.034
67 C -2.33376 -2.27449 -4.19682  -0.021
68 C -2.44671 -2.73207 -2.89743  -0.071
69 H -4.39625 -0.70030 0.32322  -0.001
70 H -4.54391 -2.12654 1.39219  0.069
71 H -5.24981 -2.18390 -0.24006  0.087
72 H -3.52879 0.17291 -1.42912  0.058
73 H -3.25773 0.96179 -3.74762  0.103
74 H -2.55062 -0.59910 -5.52113  0.125
75 H -2.02904 -2.95836 -4.97752  0.132
76 H -2.21374 -3.76016 -2.65039  0.121

Forces on atoms 1 to 6 (eV/Å):
0.09 -0.03 0.09
0.01 0.01 0.01
-0.01 0.00 -0.02
0.00 -0.02 -0.01
0.01 0.01 0.00
0.02 0.00 -0.04

=====

Molecular formula: C25H29Br2N4OTi
Method: DFT, ωB97M-V/def2-TZVPD

Properties
Energy above the lowest of the compared OMol25 structures with the same formula, charge and spin ... 14.1 kcal per mole
2S+1 ... 3
Charge ... -1
Gap between HOMO and LUMO (alpha / beta) ... 4.95 / 6.09 eV
LUMO (alpha / beta) ... 0.0936 / 0.0877 Eh

Last column: Löwdin charge in e.
Element x y z (Å)
1 Ti -0.78050 1.02736 -1.04978  0.404
2 O 1.59277 4.33038 -0.62767  0.024
3 C 0.99261 3.33281 -1.01409  -0.492
4 N -0.26478 2.94796 -0.72372  -0.074
5 C -1.03149 3.66605 0.28853  -0.156
6 C -1.76017 2.63210 1.12355  -0.256
7 C -2.04017 2.80163 2.46927  -0.032
8 C -2.64748 1.77082 3.17087  -0.082
9 C -2.99499 0.60841 2.49072  -0.067
10 C -2.71430 0.50521 1.14481  -0.132
11 N -2.07898 1.49068 0.46937  -0.033
12 C 1.65328 2.31322 -1.93120  -0.175
13 C 2.87781 2.52789 -2.52375  -0.010
14 C 3.45126 1.50893 -3.26717  -0.069
15 C 2.77797 0.30348 -3.37370  -0.056
16 C 1.54155 0.16272 -2.76885  -0.108
17 N 0.97460 1.15702 -2.06949  -0.023
18 H -0.38766 4.29106 0.90402  0.114
19 H -1.76508 4.32281 -0.18649  0.096
20 H -1.76625 3.72948 2.95818  0.112
21 H -2.83826 1.86884 4.23375  0.099
22 H -3.47512 -0.21619 3.00222  0.101
23 H -2.99395 -0.35711 0.56338  0.107
24 H 3.35721 3.48735 -2.38113  0.116
25 H 4.41931 1.64199 -3.73656  0.101
26 H 3.19282 -0.52482 -3.93320  0.102
27 H 0.96500 -0.74767 -2.82806  0.101
28 Br -4.25275 3.18299 -1.66613  0.607
29 C -4.92741 1.55461 -1.08651  -0.545
30 Br -2.11864 0.35799 -3.02559  -0.030
31 H -5.29745 0.89878 -1.85990  -0.024
32 H -5.35650 1.55347 -0.09537  -0.020
33 C -1.99682 -4.00964 -0.34071  -0.072
34 C -0.80915 -3.30304 -0.99831  -0.392
35 C -0.18842 -4.19060 -2.08238  -0.077
36 C 0.21413 -2.86927 0.03638  -0.162
37 C 0.96718 -3.81265 0.72400  -0.073
38 C 1.92726 -3.43971 1.65802  -0.119
39 C 2.13760 -2.08584 1.88084  -0.074
40 C 1.40277 -1.10618 1.22140  -0.150
41 C 1.70459 0.35819 1.47931  -0.383
42 C 1.46175 0.74642 2.94000  -0.064
43 C 3.12650 0.72718 1.04344  -0.059
44 C 0.39490 -1.47748 0.28500  -0.258
45 N -0.37719 -0.54835 -0.36141  -0.135
46 H -2.77306 -4.23994 -1.07924  0.072
47 H -2.43812 -3.37505 0.43254  0.073
48 H -1.68171 -4.94851 0.12896  0.069
49 H -1.17743 -2.39385 -1.46686  0.089
50 H 0.07022 -5.17950 -1.68680  0.065
51 H 0.72659 -3.73895 -2.47396  0.073
52 H -0.88614 -4.33071 -2.91406  0.072
53 H 0.80442 -4.87013 0.52647  0.099
54 H 2.50758 -4.18645 2.19038  0.082
55 H 2.90309 -1.78176 2.59204  0.099
56 H 1.01455 0.93385 0.87050  0.086
57 H 2.12745 0.19003 3.60776  0.068
58 H 0.42977 0.53084 3.22950  0.073
59 H 1.64422 1.81606 3.09133  0.075
60 H 3.86748 0.22897 1.67729  0.071
61 H 3.28729 1.80850 1.10862  0.077
62 H 3.30444 0.41732 0.00964  0.074

Forces on atoms 1 to 6 (eV/Å):
-1.15 -2.35 -0.41
0.19 0.11 -0.02
-0.58 -0.03 -0.10
0.54 0.80 0.53
0.21 -0.23 -0.14
-0.09 0.10 -0.09

=====

- Number 1 is which compound?
  C25H28N4O4S

=====

- Which value of energy above the lowest of the compared OMol25 structures with the same formula, charge and spin does entry 1 give?
  28.6 kcal per mole

=====

- What is the formula in the third record?
  C25H29Br2N4OTi

=====

- energy above the lowest of the compared OMol25 structures with the same formula, charge and spin of number 3 (C25H29Br2N4OTi)?
  14.1 kcal per mole